Entry 1:
{
  "formula": "C12H27NO5PSTm",
  "method": "wB97M-V/def2-TZVPD",
  "elements": ["H", "H", "H", "C", "C", "C", "O", "N", "O", "S", "H", "H", "H", "C", "H", "H", "H", "C", "H", "H", "C", "O", "C", "P", "H", "H", "O", "H", "H", "H", "H", "C", "Tm", "H", "H", "O", "H", "H", "C", "H", "H", "C", "H", "C", "H", "H", "H", "C"],
  "xyz": [[-5.0306, -1.3240, 1.3969], [-2.0544, 1.3996, 1.7570], [1.2411, -0.6486, 2.8145], [-4.2202, -1.4388, -1.0608], [3.7731, -2.1404, 0.6734], [1.7388, 0.2650, -0.3701], [-0.5527, 0.2383, -1.2519], [-3.9528, -0.2296, -0.2099], [0.1618, 2.4864, -0.3502], [0.8462, 1.7515, 2.0924], [-4.7159, 0.4557, 1.7359], [-2.2724, 1.7763, -0.0775], [-0.5635, 3.5551, -2.0137], [-1.8175, 1.0477, 0.6967], [-1.6495, 1.4641, -2.5119], [2.5739, 0.3211, 0.4199], [0.0378, -0.4084, 0.9728], [4.2554, -1.0208, -1.7093], [-4.7489, -1.0850, -2.0160], [1.3341, -1.4283, -1.8875], [-4.9855, -0.2934, 0.8979], [-0.0643, 2.7214, 2.7910], [-2.6439, -0.3160, 0.5027], [0.0392, 0.8672, 0.2772], [2.6351, 0.4604, 3.1848], [3.1019, -1.6463, 1.4510], [2.1056, 2.5699, 1.6668], [4.8370, -1.7427, 0.8163], [3.1535, -2.8985, -1.3124], [-6.0540, -0.0888, 0.4940], [1.1900, 0.5437, 4.2921], [-0.5526, 1.2070, -2.3377], [-5.0334, 2.2096, 1.0237], [-4.9188, -2.1901, -0.5730], [0.0925, 0.9651, -3.2447], [-2.2946, -1.4179, 0.9382], [4.1168, 0.1034, -1.6711], [3.7956, -3.2536, 0.9120], [0.0399, 2.6109, -1.7969], [4.2111, -1.3873, -2.7835], [-3.2438, -1.9098, -1.3916], [3.2272, -1.8622, -0.8206], [2.1113, 0.8629, -1.2727], [1.7185, -1.2847, -0.8327], [1.0935, 2.8868, -2.1656], [1.1488, -1.9267, -0.0673], [5.3008, -1.2217, -1.2784], [1.4889, 0.3948, 3.1996]],
  "atomic_forces_ev_per_a": [[0.1, 1.5, -0.4], [0.6, -0.2, -0.9], [0.0, 1.4, 0.6], [-0.5, -0.3, -2.1], [0.0, 0.3, 0.0], [4.7, -2.7, -2.0], [0.8, 1.3, -0.8], [-1.0, 0.5, 1.8], [-0.4, -1.4, -0.8], [4.6, 6.5, 1.7], [0.0, -2.5, -0.1], [0.9, -0.7, 1.0], [0.3, -1.6, 0.2], [-3.4, -0.3, 0.4], [1.4, -0.8, -0.6], [-1.7, 0.5, -0.6], [-0.3, 0.1, -0.6], [0.4, -0.5, 0.5], [0.7, -0.5, 1.4], [0.1, 0.3, 1.4], [-0.3, -1.1, 0.1], [0.1, -2.9, -0.9], [2.1, -2.2, 1.3], [-2.5, 0.4, -1.7], [-1.7, 0.3, -0.3], [0.9, -0.6, -0.9], [-3.4, -3.5, 0.9], [-1.6, -0.5, -0.2], [-0.1, 1.6, 0.6], [1.4, -0.2, 0.5], [-0.1, -0.1, -1.7], [-0.4, 1.8, 0.7], [0.6, 1.6, -1.3], [1.2, 0.8, -0.4], [-1.3, -0.4, 1.2], [-0.9, 3.3, -1.2], [0.1, -1.3, 0.0], [-0.1, 1.5, -0.4], [1.4, 0.5, 0.9], [0.1, 0.7, 1.3], [-1.2, 0.5, 0.7], [0.4, -0.4, 0.2], [-1.1, -0.3, 1.4], [0.4, 0.0, 0.6], [-1.5, -0.8, 0.3], [0.6, 0.9, -1.4], [-1.5, 0.3, -0.9], [1.0, -0.9, 0.5]],
  "nbo_charge": [0.309, 0.253, 0.249, -0.449, -0.635, -0.517, -0.769, -0.579, -0.738, 1.694, 0.057, 0.210, 0.215, -0.831, 0.181, 0.289, -0.020, -0.635, 0.235, 0.231, -0.469, -0.920, 0.697, 1.354, 0.292, 0.183, -0.892, 0.232, 0.235, 0.225, 0.288, -0.111, 1.901, 0.222, 0.234, -0.495, 0.202, 0.238, -0.110, 0.230, 0.273, -0.209, 0.264, -0.418, 0.213, 0.222, 0.235, -0.868],
  "charge": 2,
  "multiplicity": 3,
  "orbital_gap_ev": [4.70, 4.48]
}


Entry 2:
{
  "formula": "C46H48BMnNO4Si",
  "method": "wB97M-V/def2-TZVPD",
  "elements": ["H", "B", "O", "C", "C", "C", "H", "H", "H", "C", "H", "C", "H", "H", "H", "H", "H", "C", "H", "H", "C", "H", "C", "C", "H", "O", "H", "C", "C", "H", "C", "H", "H", "O", "C", "C", "C", "H", "C", "H", "C", "C", "H", "H", "C", "H", "H", "H", "H", "C", "O", "C", "C", "C", "C", "H", "H", "H", "C", "H", "H", "H", "H", "C", "H", "C", "C", "Si", "Mn", "H", "H", "C", "H", "C", "C", "H", "C", "C", "C", "H", "C", "H", "H", "C", "C", "H", "H", "C", "C", "C", "C", "H", "C", "C", "C", "N", "C", "H", "H", "H", "H", "C"],
  "xyz": [[0.7308, 2.2224, 4.8054], [-0.7577, -0.5607, -1.3520], [-1.3274, -1.6091, -2.1181], [-4.0871, -2.7819, 3.1910], [4.1984, 4.1233, -2.5647], [-3.2078, -1.6494, -3.7327], [1.1167, -1.3716, -3.5327], [-5.0253, -2.2823, 3.4052], [-0.6981, -2.4769, 5.3068], [4.0695, -1.0589, 3.6484], [3.3187, -3.4089, 0.2859], [1.3670, 4.4052, 2.5180], [3.5687, -0.0054, -0.5906], [2.0078, 0.9586, -2.3907], [0.5539, 1.2233, 7.0718], [-0.4117, -3.7806, -1.4771], [-2.9393, -0.9675, 3.2436], [2.5180, 4.7635, 3.2125], [2.0188, -2.8981, -3.6682], [-0.1757, -1.1338, 7.3119], [3.6449, 0.6254, 0.2971], [2.7179, -2.5141, 4.4769], [-2.8557, -4.7816, 2.7063], [3.8030, 3.5063, -3.7416], [-3.1433, -2.7077, -3.9550], [-0.6211, -1.0218, 1.5134], [-6.9987, 2.6576, -4.1054], [-1.6825, -4.0324, 2.6234], [4.3024, -0.2398, 2.5629], [2.6990, 1.8653, -4.5901], [-3.3680, 1.1054, -3.1483], [4.6238, 4.4086, 3.4332], [2.4794, 5.5179, 3.9900], [-1.4669, 0.6253, -1.6508], [-6.1971, 0.6636, -5.7102], [0.8269, -2.6330, 2.5498], [3.3502, -2.9848, -0.7273], [4.1172, -2.1984, -0.7295], [-6.2173, 2.0433, -3.6466], [0.1808, 0.8711, 2.8043], [-4.6129, 2.5602, -5.4969], [0.6493, -3.9618, -1.2803], [-6.9241, 1.3489, -6.1537], [4.6617, 1.0185, 0.3369], [1.4148, 3.4235, 1.5360], [0.5255, 3.1214, 0.9965], [-2.8224, -5.8524, 2.5380], [4.7184, 2.7190, 1.6593], [-5.6088, 0.2254, -6.5210], [-4.1693, -0.8294, -4.3400], [1.3600, 1.2298, -0.1075], [0.4109, 1.1953, 4.9251], [2.6146, 2.7955, 1.2092], [-0.2775, -0.8912, 3.9208], [0.1086, 0.4382, 3.7958], [0.7641, -3.1710, 1.6011], [5.1842, 0.3863, 2.5129], [-6.7507, -0.1378, -5.2136], [-4.0604, -4.1613, 2.9920], [4.7614, -1.0811, 4.4823], [0.4221, 4.8840, 2.7510], [4.1319, 4.0964, -0.4240], [0.8814, -3.3513, 3.3688], [-2.3512, -1.0593, -2.8411], [4.0896, 3.9233, -4.7007], [-1.6980, -2.6587, 2.8252], [1.9363, -1.9609, -3.1011], [1.6400, -2.3478, -1.2670], [0.7220, -0.6062, 0.1591], [0.7288, -4.4774, -0.3135], [-4.9735, -4.7420, 3.0546], [2.0704, -1.7974, 2.5686], [-6.6958, 1.2569, -3.0571], [-0.0870, -0.6892, 6.3266], [3.0425, 2.4436, -1.2595], [4.7977, 5.0265, -2.6002], [-2.4339, 0.2935, -2.5571], [-5.3135, 1.4313, -4.7269], [2.6031, 1.7696, 0.0599], [-5.3508, 3.1879, -6.0069], [2.9451, -1.8557, 3.6474], [3.6731, -3.7743, -1.4181], [-3.3985, 2.1605, -2.8975], [-0.3792, -1.4437, 5.1974], [3.0214, 2.3556, -3.6782], [-0.7551, -4.5385, 2.3842], [1.0444, -4.6329, -2.0536], [0.3161, 0.6345, 6.1930], [-4.2655, 0.5325, -4.0659], [3.7630, 3.1708, 1.9034], [-0.4643, -1.7601, 2.6614], [2.8668, -1.3935, -3.2404], [3.8216, 3.5933, -1.3318], [-2.9184, -2.0434, 3.1061], [2.6420, 1.8353, -2.4494], [2.2940, -0.9813, 1.5329], [3.3944, -0.2189, 1.5095], [-4.0289, 3.1988, -4.8304], [-3.9323, 2.1475, -6.2460], [-5.6479, 2.6753, -2.9612], [-4.8515, -1.2868, -5.0433], [3.7173, 4.1388, 2.9028]],
  "atomic_forces_ev_per_a": [[0.0, 0.1, 0.0], [0.1, -0.3, -0.2], [-0.3, 0.2, -0.1], [0.0, 0.0, 0.0], [0.0, -0.1, 0.0], [-0.1, 0.0, -0.1], [0.1, -0.1, 0.0], [0.0, 0.0, 0.0], [0.0, 0.1, 0.0], [0.1, 0.0, 0.1], [0.0, 0.0, -0.1], [0.0, -0.1, 0.0], [0.0, 0.0, 0.0], [0.0, 0.0, 0.0], [0.0, 0.0, 0.0], [0.2, -0.1, 0.0], [0.0, -0.1, 0.0], [0.0, -0.1, 0.0], [0.0, 0.1, 0.0], [0.0, 0.0, 0.0], [0.0, 0.1, 0.1], [0.0, 0.0, 0.0], [0.0, 0.1, 0.0], [0.0, 0.0, 0.0], [0.0, 0.1, 0.0], [-0.3, 0.2, 0.7], [0.0, 0.0, 0.0], [-0.1, 0.0, 0.0], [0.0, 0.2, -0.2], [0.0, 0.0, 0.0], [-0.1, 0.1, 0.0], [0.0, 0.0, 0.0], [0.0, 0.0, 0.0], [-0.1, 0.0, -0.1], [0.0, 0.0, 0.0], [0.1, 0.1, 0.1], [0.2, 0.0, 0.2], [-0.1, -0.1, 0.0], [0.0, 0.0, 0.0], [0.0, 0.0, 0.0], [0.0, 0.0, 0.0], [-0.3, -0.1, 0.1], [0.0, 0.0, 0.0], [0.0, 0.0, 0.0], [0.0, 0.0, 0.0], [0.0, 0.0, 0.0], [0.0, 0.0, 0.0], [0.0, 0.0, 0.0], [0.0, 0.0, 0.0], [0.1, 0.0, 0.0], [0.0, 0.4, 0.3], [0.0, -0.1, 0.0], [0.0, 0.0, -0.1], [0.0, 0.0, 0.0], [0.0, 0.0, 0.1], [0.0, 0.0, 0.0], [0.0, 0.0, 0.0], [0.0, 0.0, 0.0], [0.0, 0.1, 0.0], [0.0, 0.0, 0.0], [0.0, 0.0, 0.0], [0.0, 0.0, 0.0], [0.0, 0.0, 0.0], [0.2, -0.2, 0.1], [0.0, 0.0, 0.0], [0.0, 0.0, 0.0], [-0.1, 0.2, -0.2], [0.1, -0.3, -0.4], [-0.1, 0.1, -0.1], [0.0, 0.0, -0.1], [0.0, 0.0, 0.0], [-0.1, -0.2, 0.3], [0.0, 0.0, 0.0], [0.0, 0.0, -0.1], [0.0, 0.1, 0.0], [0.0, 0.0, 0.0], [0.2, 0.2, 0.2], [0.0, 0.0, 0.0], [0.0, -0.1, 0.0], [0.0, 0.0, 0.0], [-0.2, -0.1, 0.0], [0.0, 0.0, 0.1], [0.0, -0.1, 0.0], [0.0, 0.0, 0.0], [0.0, 0.0, 0.1], [-0.1, 0.0, 0.0], [0.0, 0.0, 0.1], [0.0, 0.0, -0.1], [0.1, 0.0, 0.0], [0.0, 0.0, 0.0], [0.1, 0.0, -0.2], [-0.1, -0.1, 0.0], [0.1, 0.0, -0.1], [0.0, 0.0, 0.0], [0.0, 0.0, 0.0], [0.0, 0.0, 0.0], [0.3, 0.2, 0.0], [0.0, 0.0, 0.0], [0.0, 0.0, 0.0], [0.0, 0.0, 0.0], [0.0, 0.0, 0.0], [0.0, 0.0, -0.1]],
  "lowdin_spin": [0.000, -0.060, -0.007, 0.000, 0.000, 0.000, 0.000, 0.000, 0.000, 0.005, 0.000, 0.000, 0.001, 0.000, 0.000, 0.000, 0.000, 0.000, 0.000, 0.000, 0.004, 0.000, 0.000, 0.000, 0.000, 0.096, 0.000, 0.001, 0.000, 0.000, 0.000, 0.000, 0.000, -0.011, 0.000, 0.005, -0.020, 0.000, 0.000, 0.000, 0.000, -0.004, 0.000, 0.000, 0.000, 0.000, 0.000, 0.000, 0.000, 0.001, 0.102, 0.000, 0.003, 0.003, 0.000, 0.001, 0.000, 0.000, 0.000, 0.000, 0.000, 0.000, 0.000, -0.003, 0.000, 0.001, -0.002, -0.052, 3.887, 0.000, 0.000, 0.008, 0.000, 0.000, 0.002, 0.000, -0.005, 0.000, 0.014, 0.000, 0.000, -0.004, 0.000, 0.000, 0.000, 0.000, -0.001, 0.000, 0.000, 0.000, 0.013, 0.000, 0.001, 0.001, 0.000, 0.009, 0.008, 0.000, 0.000, 0.000, 0.000, 0.000],
  "charge": -1,
  "multiplicity": 5,
  "orbital_gap_ev": [6.50, 7.02],
  "de_lowest_kcal_mol": 10.1
}


Entry 3:
{
  "formula": "C4H6O2Tl",
  "method": "wB97M-V/def2-TZVPD",
  "elements": ["O", "H", "H", "H", "C", "C", "O", "H", "Tl", "H", "C", "C", "H"],
  "xyz": [[-1.1657, -1.5249, 0.2079], [3.5402, -1.0131, 0.6807], [0.0072, 2.0798, -0.2068], [-3.0101, -1.0305, -0.4983], [-2.2548, -0.6786, 0.2315], [2.6928, -0.5111, 0.1787], [3.0568, 0.4799, -0.5255], [4.0164, 0.6553, -0.5378], [0.5894, -0.9584, 0.4059], [-2.4399, 1.2456, -0.8625], [-0.5352, 1.1550, -0.0138], [-1.7364, 0.6421, -0.2659], [-2.7608, -0.5412, 1.2059]],
  "atomic_forces_ev_per_a": [[-1.8, -3.7, 0.6], [-0.6, -0.3, 0.1], [0.0, -0.2, 0.3], [0.4, -0.2, 0.4], [-0.9, 1.8, -0.9], [1.9, 0.8, -0.2], [-1.6, -1.1, 0.6], [0.5, 0.1, -0.1], [2.4, 1.5, -0.3], [0.3, 0.1, 0.0], [-1.5, 0.0, -0.9], [0.3, 1.5, 0.6], [0.4, -0.3, -0.2]],
  "lowdin_spin": [0.086, 0.004, 0.047, 0.000, 0.016, 0.038, 0.005, 0.000, 0.125, 0.036, 0.538, 0.107, -0.002],
  "charge": 2,
  "multiplicity": 2,
  "orbital_gap_ev": [7.25, 6.94],
  "de_lowest_kcal_mol": 46.5
}


Entry 4:
{
  "formula": "CH20Ni2O13",
  "method": "wB97M-V/def2-TZVPD",
  "elements": ["H", "H", "Ni", "H", "H", "H", "O", "O", "O", "H", "O", "H", "O", "O", "H", "H", "H", "H", "C", "O", "H", "O", "O", "H", "H", "H", "H", "H", "O", "O", "H", "Ni", "H", "H", "O", "O"],
  "xyz": [[5.9395, 8.7052, -28.3655], [6.5696, 5.8866, -35.3439], [6.4520, 8.5335, -34.7957], [9.8482, 6.6745, -32.2871], [6.0784, 6.0362, -33.8813], [9.8652, 9.3802, -29.0619], [6.8772, 8.5907, -28.5822], [4.9690, 12.3211, -33.0215], [9.3653, 10.1854, -28.8588], [8.0048, 12.3598, -31.5342], [8.0400, 12.1269, -30.5983], [10.9331, 8.9726, -32.8035], [6.1151, 10.0714, -31.2311], [9.6252, 6.7423, -31.3535], [3.8706, 9.4205, -34.4631], [5.7532, 6.6127, -31.7712], [5.4305, 12.1935, -33.8568], [5.3052, 5.2152, -31.2632], [6.8500, 9.2088, -31.8222], [6.1263, 6.5058, -34.7420], [7.1660, 7.8246, -28.0674], [8.0077, 9.0771, -31.2526], [3.0272, 10.0151, -32.0025], [8.1897, 12.9582, -30.1276], [2.9283, 10.1331, -31.0525], [9.4621, 9.3267, -32.6791], [3.8424, 8.0331, -35.1723], [9.0524, 7.5212, -31.2841], [10.1469, 9.1413, -33.3364], [5.6419, 5.6906, -32.0296], [9.7709, 10.5559, -28.0625], [7.4738, 10.2814, -29.6686], [5.2800, 11.6151, -32.4385], [3.9738, 9.9048, -32.1341], [4.4366, 8.7065, -34.8064], [6.4621, 8.6161, -32.8969]],
  "atomic_forces_ev_per_a": [[0.1, -0.2, 0.1], [-0.1, 0.1, 0.0], [-1.1, -1.2, 1.4], [0.1, 0.0, 0.0], [-0.2, 0.2, 0.5], [-0.1, 0.1, -0.1], [-0.9, 0.5, 0.0], [0.2, -0.3, -0.1], [0.1, -0.1, 0.2], [-0.2, -0.2, 0.0], [0.0, 0.0, 0.5], [0.1, 0.0, -0.2], [-1.0, -0.2, 0.3], [-0.1, 0.1, 0.2], [0.2, 0.0, 0.1], [-0.1, -0.2, 0.2], [0.0, 0.2, 0.0], [0.0, -0.1, -0.1], [1.0, 1.6, 0.7], [0.6, 0.3, -0.6], [0.4, 0.2, -0.1], [-0.4, -0.5, -0.6], [0.1, -0.3, -0.3], [0.0, -0.1, 0.0], [-0.1, 0.1, -0.1], [0.2, -0.1, 0.1], [0.2, 0.0, 0.0], [0.1, -0.2, -0.2], [-0.3, 0.1, 0.1], [0.2, 0.4, -0.5], [-0.1, 0.1, 0.0], [0.8, -0.5, -1.6], [0.0, 0.1, 0.1], [0.1, 0.1, 0.3], [0.0, 0.3, -0.4], [0.5, 0.0, 0.1]],
  "nbo_charge": [0.514, 0.530, 1.685, 0.475, 0.564, 0.529, -0.994, -0.926, -0.993, 0.526, -0.988, 0.488, -0.835, -0.960, 0.552, 0.479, 0.454, 0.509, 0.990, -1.013, 0.540, -0.840, -0.941, 0.522, 0.482, 0.470, 0.543, 0.473, -0.964, -0.972, 0.529, 1.581, 0.469, 0.457, -1.010, -0.929],
  "charge": 2,
  "multiplicity": 5,
  "orbital_gap_ev": [7.84, 6.81],
  "de_lowest_kcal_mol": 0.0
}


Sequential energy output: -74236.328; -98041.833; -13007.601; -110050.906 eV